# 1
# C27H39N5O6

An isolated molecule of C27H39N5O6 at a distorted geometry (ωB97M-V/def2-TZVPD, OMol25).

Orbital gap (eV): 8.71
SMILES string: Cc1ccc(NC(=O)c2nc[nH]c2C(=O)N[C@@H](CCCCNC(=O)OC(C)(C)C)C(=O)OC(C)(C)C)cc1
ΔE to the lowest compared entry with this formula, charge and spin (kJ/mol): 1.7

Last column: Mulliken charge in e.
Element x y z (Å)
C1 -6.304 -3.000 -1.144  -1.434
C2 -5.514 -1.792 -0.745  0.834
C3 -4.192 -1.644 -1.143  -0.870
C4 -3.456 -0.527 -0.799  0.108
C5 -4.038 0.477 -0.033  0.415
N1 -3.355 1.632 0.354  -0.027
C6 -2.047 1.941 0.242  -0.293
O1 -1.185 1.209 -0.241  -0.838
C7 -1.762 3.280 0.780  1.508
N2 -2.781 4.021 1.315  -0.681
C8 -2.254 5.152 1.692  -0.570
N3 -0.934 5.193 1.430  -0.047
C9 -0.584 4.010 0.847  -0.380
C10 0.838 3.840 0.465  0.538
O2 1.620 4.762 0.645  -0.778
N4 1.152 2.647 -0.053  0.224
C11 2.488 2.319 -0.502  -0.425
C12 3.217 1.462 0.539  -0.080
C13 4.588 1.001 0.039  -0.295
C14 5.157 -0.154 0.869  -0.876
C15 4.713 -1.533 0.362  -1.069
N5 3.280 -1.705 0.321  0.161
C16 2.582 -2.028 1.441  0.675
O3 3.079 -2.437 2.463  -0.663
O4 1.268 -1.851 1.202  0.006
C17 0.288 -2.086 2.236  1.763
C18 0.333 -3.540 2.705  -1.902
C19 0.528 -1.125 3.402  -1.760
C20 -1.049 -1.779 1.559  -1.514
C21 2.325 1.581 -1.836  -0.335
O5 2.667 2.038 -2.894  -0.604
O6 1.726 0.416 -1.638  1.185
C22 1.195 -0.368 -2.744  1.466
C23 0.487 -1.539 -2.066  -1.480
C24 2.330 -0.851 -3.645  -1.904
C25 0.185 0.480 -3.514  -1.679
C26 -5.366 0.343 0.365  -0.808
C27 -6.090 -0.778 0.012  -0.823
H1 -6.683 -2.880 -2.159  0.294
H2 -7.153 -3.147 -0.481  0.365
H3 -5.681 -3.892 -1.124  0.365
H4 -3.727 -2.418 -1.737  0.406
H5 -2.434 -0.431 -1.123  0.263
H6 -3.903 2.352 0.816  0.403
H7 -2.798 5.952 2.152  0.457
H8 -0.260 5.928 1.596  0.224
H9 0.422 1.935 -0.155  0.247
H10 3.027 3.256 -0.682  0.738
H11 2.580 0.611 0.776  -0.656
H12 3.337 2.052 1.450  0.684
H13 4.517 0.691 -1.006  0.157
H14 5.274 1.851 0.073  0.482
H15 6.248 -0.130 0.836  0.426
H16 4.852 -0.044 1.910  0.333
H17 5.108 -2.303 1.029  0.476
H18 5.101 -1.701 -0.646  0.400
H19 2.765 -1.211 -0.394  -0.283
H20 1.283 -3.749 3.188  0.425
H21 -0.474 -3.722 3.409  0.452
H22 0.217 -4.208 1.854  0.359
H23 0.503 -0.097 3.046  0.259
H24 1.498 -1.321 3.853  0.442
H25 -0.244 -1.257 4.154  0.478
H26 -1.238 -2.493 0.762  0.400
H27 -1.024 -0.781 1.131  0.007
H28 -1.857 -1.836 2.283  0.584
H29 1.199 -2.224 -1.615  0.407
H30 -0.110 -2.082 -2.794  0.567
H31 -0.159 -1.157 -1.282  0.031
H32 3.060 -1.413 -3.065  0.291
H33 2.827 -0.007 -4.116  0.407
H34 1.927 -1.498 -4.418  0.440
H35 0.676 1.321 -3.996  0.456
H36 -0.300 -0.124 -4.276  0.479
H37 -0.569 0.857 -2.826  0.203
H38 -5.826 1.123 0.955  0.424
H39 -7.119 -0.867 0.330  0.357

# 2
# C29H42N8SSbY

A structure of composition C29H42N8SSbY at a distorted geometry (ωB97M-V/def2-TZVPD, OMol25).

Orbital gap (eV): 6.86
Charge: +2
ΔE to the lowest compared entry with this formula, charge and spin (kJ/mol): 66.8

Last column: Mulliken charge in e.
Element x y z (Å)
Y1 0.059 0.603 -0.746  -0.756
C1 1.353 1.665 -4.998  -1.381
C2 0.896 1.640 -3.697  -0.057
N1 1.037 0.623 -2.891  0.548
C3 1.712 -0.504 -3.297  0.425
C4 2.280 -0.567 -4.569  0.370
C5 2.025 0.504 -5.437  -0.462
C6 3.032 -1.747 -4.906  -0.901
C7 3.105 -2.814 -4.027  -1.048
C8 2.539 -2.710 -2.761  -1.086
C9 1.790 -1.564 -2.333  0.044
N2 1.170 -1.337 -1.140  1.621
C10 1.091 -2.231 -0.076  -0.019
C11 0.884 -3.566 -0.241  -0.573
C12 0.687 -4.403 0.921  -1.157
C13 0.772 -3.886 2.202  -0.493
C14 1.059 -2.521 2.397  -0.152
C15 1.420 -1.871 3.625  -0.336
C16 1.568 -0.496 3.793  -1.045
C17 1.327 0.245 2.596  -0.284
N3 1.113 -0.288 1.397  0.599
C18 1.123 -1.675 1.251  0.382
H1 1.161 2.447 -5.733  0.445
H2 0.338 2.527 -3.370  0.680
H3 2.303 0.424 -6.490  0.460
H4 3.481 -1.837 -5.845  0.510
H5 3.702 -3.717 -4.295  0.364
H6 2.671 -3.504 -2.050  0.752
H7 0.870 -3.999 -1.194  0.908
H8 0.493 -5.458 0.789  0.442
H9 0.689 -4.577 3.054  0.499
H10 1.575 -2.478 4.518  0.436
H11 1.700 0.062 4.705  0.529
H12 1.379 1.350 2.570  0.382
C19 -2.787 -1.101 -1.142  -1.219
C20 -2.601 -0.730 0.351  -0.139
N4 -2.011 0.574 0.548  0.842
C21 -3.043 1.610 0.212  -0.930
C22 -2.330 2.839 -0.302  -0.880
N5 -1.432 2.538 -1.473  -0.335
C23 -2.211 2.235 -2.669  -0.740
C24 -2.676 0.763 -2.866  -0.788
N6 -1.980 -0.347 -2.134  -0.346
H13 -3.847 -0.914 -1.409  0.398
H14 -2.523 -2.128 -1.341  0.537
H15 -1.888 -1.459 0.822  -0.107
H16 -3.520 -0.908 0.875  0.666
H17 -1.916 0.680 1.570  -0.493
H18 -3.611 1.860 1.089  0.446
H19 -3.753 1.267 -0.494  0.481
H20 -1.647 3.203 0.498  0.328
H21 -3.014 3.703 -0.589  0.486
H22 -0.877 3.404 -1.671  0.384
H23 -1.651 2.521 -3.549  0.514
H24 -3.094 2.856 -2.682  0.444
H25 -2.492 0.618 -3.923  0.471
H26 -3.766 0.735 -2.688  0.317
H27 -1.627 -0.969 -2.875  0.429
C25 5.253 3.983 0.321  -0.977
N7 3.817 3.940 0.084  -0.166
C26 3.036 2.833 -0.070  0.986
N8 3.647 1.668 -0.231  -0.217
S1 1.368 2.995 -0.124  -0.521
H28 5.522 4.831 0.942  0.338
H29 5.843 4.171 -0.602  0.314
H30 5.581 3.035 0.742  0.322
H31 3.304 4.753 0.223  0.223
H32 4.649 1.540 -0.392  0.251
H33 2.980 0.883 -0.357  -0.115
C27 -2.194 -2.394 4.050  -1.229
Sb1 -2.491 -0.324 3.867  0.652
C28 -4.502 -0.430 4.336  -1.339
C29 -1.780 0.175 5.760  -1.385
H34 -2.457 -2.853 5.006  0.491
H35 -1.245 -2.835 3.833  0.201
H36 -2.860 -2.850 3.279  0.398
H37 -4.801 -1.325 4.868  0.409
H38 -4.917 -0.334 3.317  0.335
H39 -4.861 0.432 4.869  0.402
H40 -2.446 -0.215 6.555  0.378
H41 -1.741 1.272 5.814  0.424
H42 -0.814 -0.141 6.028  0.412

# 3
# C27H23AsBClHgN6O4

A structure of composition C27H23AsBClHgN6O4 (ωB97M-V/def2-TZVPD, OMol25).

2S+1: 2
Orbital gap (alpha / beta) (eV): 7.70 / 7.03
Charge: -1
ΔE to the lowest compared entry with this formula, charge and spin (kJ/mol): 0.0

Last column: Mulliken spin population.
Element x y z (Å)
Hg1 2.464 0.021 1.289  0.777
C1 -0.119 2.953 3.072  0.003
C2 1.222 2.553 3.048  0.012
N1 1.332 1.233 3.166  0.007
N2 0.066 0.758 3.266  0.007
C3 -0.817 1.774 3.210  0.014
B1 -0.277 -0.699 3.673  0.028
N3 -1.089 -1.418 2.553  -0.009
C4 -2.437 -1.416 2.464  0.000
C5 -2.811 -2.337 1.513  -0.001
C6 -1.589 -2.863 1.062  0.002
N4 -0.559 -2.310 1.692  0.000
N5 0.996 -1.490 3.992  0.023
C7 1.206 -2.210 5.110  0.003
C8 2.453 -2.790 5.032  0.008
C9 2.956 -2.340 3.802  -0.016
N6 2.075 -1.552 3.204  0.019
H1 -0.511 3.950 2.967  -0.001
H2 2.106 3.159 2.944  0.002
H3 -1.879 1.590 3.269  0.000
H4 -0.967 -0.703 4.665  0.000
H5 -3.040 -0.768 3.082  0.000
H6 -3.808 -2.580 1.182  0.000
H7 -1.430 -3.652 0.341  0.000
H8 0.450 -2.282 5.876  0.000
H9 2.935 -3.429 5.752  0.000
H10 3.914 -2.524 3.340  -0.001
O1 1.531 4.854 0.400  0.005
Cl1 2.532 3.838 0.194  0.008
O2 3.119 3.977 -1.112  0.002
O3 3.554 3.928 1.201  0.000
O4 1.875 2.528 0.279  0.054
C10 -4.497 0.317 -1.656  0.002
C11 -3.854 1.296 -0.910  -0.002
C12 -2.491 1.205 -0.674  -0.002
C13 -1.757 0.139 -1.188  0.007
C14 -2.403 -0.848 -1.920  0.004
C15 -3.769 -0.755 -2.154  -0.001
As1 0.180 0.183 -0.862  -0.016
C16 0.735 -1.286 -2.012  -0.012
C17 0.829 -2.628 -1.675  0.026
C18 1.240 -3.553 -2.626  0.010
C19 1.561 -3.132 -3.911  -0.002
C20 1.496 -1.785 -4.244  0.007
C21 1.098 -0.851 -3.293  0.001
C22 1.002 0.609 -3.500  0.012
C23 1.342 1.284 -4.668  0.000
C24 1.178 2.658 -4.743  0.001
C25 0.654 3.359 -3.664  0.000
C26 0.321 2.695 -2.493  -0.003
C27 0.517 1.327 -2.401  0.028
H11 -5.558 0.395 -1.856  0.000
H12 -4.419 2.123 -0.495  0.000
H13 -1.981 1.972 -0.099  -0.003
H14 -1.842 -1.685 -2.318  0.000
H15 -4.269 -1.536 -2.716  0.000
H16 0.591 -2.949 -0.667  -0.005
H17 1.315 -4.601 -2.363  0.001
H18 1.871 -3.854 -4.655  0.000
H19 1.751 -1.468 -5.248  0.000
H20 1.750 0.739 -5.512  0.000
H21 1.469 3.188 -5.641  0.000
H22 0.536 4.434 -3.716  0.000
H23 -0.054 3.253 -1.645  0.001